Density functional theory data (wB97M-V/def2-TZVPD) for 4 unconnected molecules or ions with the total composition C40H76N2O14P.

Geometry as XYZ:
```
133
C40H76N2O14P wB97M-V/def2-TZVPD
C -5.4757 -0.9171 3.9964
C -5.1179 0.6321 4.1616
C -4.8673 1.1895 2.6902
C -4.2822 2.6440 2.7441
C -3.8411 3.2518 1.3442
C -4.6760 2.7659 0.0865
C -3.7297 1.9212 -0.8600
C -3.9957 0.3618 -0.8448
C -2.6434 -0.3948 -1.1816
O -2.5855 -1.6878 -0.5161
C -1.7636 -1.6275 0.6061
O -2.3199 -1.5256 1.6628
C -0.2133 -1.7410 0.5104
C 0.3989 -2.6291 -0.4988
C -0.4412 -3.4541 -1.5422
C -0.9230 -2.5938 -2.7862
C -0.4029 -3.0933 -4.1919
C 0.1523 -1.8108 -4.9554
C 0.5651 -2.0932 -6.4451
C 1.2720 -0.7594 -6.9808
C 1.8655 -2.7310 -0.5019
C 2.5227 -3.6825 -1.5731
O 2.3392 -3.2106 -2.9057
C 3.1698 -2.0873 -3.2074
N 2.6501 -2.0250 0.4003
O 3.9899 -2.2277 0.3504
C 4.7133 -1.2403 -0.4394
C 5.8641 -0.6680 0.4638
C 2.1198 -1.1376 1.3505
N 3.0808 -0.4611 2.1656
C 3.0534 1.0187 2.0187
C 3.1284 1.5513 0.5436
C 0.6690 -0.9779 1.4304
P -0.1013 0.1699 2.7295
C -0.8215 -0.8690 4.1383
O -1.3594 1.0560 2.0000
H -5.8261 -1.0478 2.9375
H -6.2985 -1.2601 4.6656
H -4.5272 -1.5011 4.0970
H -6.0186 1.1064 4.6286
H -4.2234 0.7562 4.8223
H -4.2137 0.4461 2.1725
H -5.8968 1.2653 2.2375
H -4.9360 3.3923 3.2545
H -3.3416 2.5807 3.3687
H -3.9819 4.3663 1.4201
H -2.7354 3.0973 1.2400
H -5.6448 2.2720 0.3306
H -4.9389 3.6987 -0.4898
H -3.9381 2.2690 -1.9137
H -2.6431 2.1532 -0.6898
H -4.6965 0.1496 -1.7013
H -4.4915 -0.0200 0.0780
H -1.7338 0.2452 -0.9967
H -2.6335 -0.6064 -2.2864
H 0.0619 -4.3970 -1.8556
H -1.3706 -3.7712 -0.9886
H -2.0416 -2.6437 -2.8124
H -0.6282 -1.5267 -2.6007
H 0.3619 -3.9034 -4.1472
H -1.2888 -3.4337 -4.7904
H 0.9437 -1.2933 -4.3555
H -0.7277 -1.1010 -4.9934
H 1.2410 -2.9806 -6.4907
H -0.3616 -2.2007 -7.0714
H 0.7481 0.0872 -6.4617
H 1.2157 -0.6688 -8.0894
H 2.3282 -0.7649 -6.6082
H 2.0246 -4.6835 -1.5292
H 3.6158 -3.8497 -1.4061
H 2.8934 -1.2002 -2.5677
H 3.0426 -1.7462 -4.2687
H 4.2361 -2.4069 -3.0713
H 5.2272 -1.8109 -1.2635
H 4.0732 -0.4693 -0.9233
H 5.5342 0.1328 1.1671
H 6.2222 -1.5238 1.1053
H 6.7515 -0.3399 -0.1386
H 2.9366 -0.7665 3.1292
H 2.1960 1.5249 2.5297
H 3.9787 1.4002 2.5408
H 4.1846 1.5773 0.1581
H 2.4275 1.0616 -0.1764
H 2.8187 2.6350 0.5851
H -1.8476 -0.4683 4.3328
H -0.1670 -0.6560 5.0208
H -0.8063 -1.9338 3.8090
H -0.9253 1.8980 1.7599
C 3.5866 7.2556 4.0692
C 2.1137 7.4387 4.3748
O 1.3871 6.2185 4.1675
C 1.4933 5.3131 5.1441
O 2.1211 5.4358 6.1631
O 0.7937 4.2267 4.7818
C 0.8939 3.1409 5.7017
H 3.7216 6.8444 3.0660
H 4.1151 8.2076 4.1358
H 4.0500 6.5561 4.7665
H 1.6876 8.1730 3.6904
H 1.9568 7.8134 5.3881
H 0.6448 3.4527 6.7156
H 1.8992 2.7169 5.6673
H 0.1836 2.3754 5.3911
C -3.1708 -5.6207 3.4424
C -2.6632 -4.9837 4.7207
O -3.7341 -4.7609 5.6428
C -4.1413 -5.8412 6.3224
O -3.6817 -6.9505 6.2309
O -5.1622 -5.4782 7.1048
C -5.7548 -6.5597 7.8264
H -3.9857 -5.0300 3.0176
H -2.3686 -5.7002 2.7057
H -3.5649 -6.6202 3.6300
H -2.2375 -4.0037 4.4962
H -1.8728 -5.5804 5.1817
H -5.0062 -7.1203 8.3856
H -6.2911 -7.2155 7.1396
H -6.4676 -6.1348 8.5307
C 3.9696 3.4390 -11.0224
C 5.1784 3.1558 -10.1535
O 5.0389 3.7621 -8.8606
C 4.2511 3.1125 -8.0020
O 3.6699 2.0775 -8.2107
O 4.1962 3.8246 -6.8673
C 3.3114 3.2857 -5.8889
H 3.7779 4.5129 -11.0738
H 4.1239 3.0578 -12.0330
H 3.0719 2.9734 -10.6131
H 6.0659 3.5969 -10.6083
H 5.3636 2.0838 -10.0587
H 3.5317 2.2363 -5.6900
H 2.2773 3.4049 -6.2158
H 3.4534 3.8510 -4.9689
```

Calculated values
M, g/mol: 840.02
Lowest unoccupied orbital energy, eV: -4.47
HOMO level, eV: -11.23
Total charge: +1
Kohn-Sham gap, eV: 6.8